The following is a DFT calculation (the ωB97M-V functional and the def2-TZVPD basis) of a structure of composition C9H25N3O7Sr at a distorted geometry.

Last column: Mulliken charge in e.
Atoms and positions in Å:
1 Sr 0.58 -1.69 -0.41  1.065
2 O 0.90 -4.11 0.35  -0.793
3 H 0.86 -4.94 0.87  -0.077
4 O 2.98 -2.01 -0.02  -0.858
5 H 3.56 -1.29 0.32  0.018
6 O 0.78 -3.22 -2.46  -1.206
7 H 0.77 -2.61 -3.22  -0.588
8 O -1.83 -2.66 -0.57  -0.638
9 H -2.75 -2.94 -0.44  -0.090
10 C 0.15 0.41 -3.40  0.104
11 O 0.40 -0.41 -2.51  -0.393
12 N 0.50 0.20 -4.70  0.161
13 C 0.61 1.20 -5.71  -0.963
14 C 0.76 -1.15 -5.24  0.124
15 H -0.30 1.38 -3.11  0.103
16 H 1.70 1.23 -5.82  0.384
17 H 0.42 2.20 -5.32  0.305
18 H 0.18 0.94 -6.68  0.250
19 H 1.76 -1.09 -5.65  0.326
20 H 0.75 -1.82 -4.38  0.201
21 H 0.00 -1.40 -5.98  0.255
22 C 0.59 -1.64 3.30  0.064
23 O 0.57 -1.18 2.12  -0.288
24 N -0.06 -1.04 4.27  0.194
25 C -0.12 -1.68 5.60  -0.959
26 C -0.86 0.19 4.11  -0.941
27 H 1.23 -2.50 3.57  0.237
28 H 0.08 -1.01 6.44  0.305
29 H 0.56 -2.53 5.53  0.304
30 H -1.15 -1.98 5.78  0.334
31 H -1.42 0.07 3.18  0.346
32 H -1.52 0.43 4.94  0.349
33 H -0.23 1.05 3.88  0.227
34 C 0.27 1.93 0.68  0.018
35 O 0.22 0.89 0.04  -0.413
36 N -0.73 2.85 0.86  0.211
37 C -0.56 3.99 1.78  -0.978
38 C -2.06 2.76 0.23  -0.865
39 H 1.08 2.16 1.38  0.302
40 H 0.51 4.22 1.80  0.341
41 H -0.79 3.67 2.79  0.337
42 H -1.08 4.93 1.55  0.337
43 H -2.63 1.98 0.74  0.298
44 H -2.57 3.71 0.35  0.310
45 H -2.11 2.48 -0.83  0.239

Properties
**Relative energy (zero: lowest compared OMol25 entry of this formula, charge and spin)**: 70.70 kcal/mol
**Lowest unoccupied orbital energy**: 3.86 eV
**Net charge**: -2
**Energy**: -29371.622 eV
**HOMO energy**: 1.8 eV
**Spin multiplicity**: 1
**Kohn-Sham gap**: 2.03 eV

=====

The following is a DFT calculation (the ωB97M-V functional and the def2-TZVPD basis) of a structure of composition C45H76N2O6S2Si at a distorted geometry.

Last column: Mulliken charge in e.
Atoms and positions in Å:
1 C 5.79 -0.43 -2.35  -1.112
2 Si 5.42 0.67 -0.81  0.107
3 C 4.05 1.92 -1.34  -0.969
4 C 4.69 -0.30 0.66  -0.609
5 C 3.70 -1.45 0.11  -0.320
6 C 2.22 -1.35 0.71  -0.531
7 C 1.15 -1.37 -0.49  -0.613
8 C -0.13 -2.22 -0.05  -0.714
9 C -1.32 -1.97 -1.08  -0.277
10 C -2.60 -1.31 -0.38  -0.597
11 C -3.77 -1.35 -1.46  -0.615
12 C -5.14 -0.89 -0.82  0.378
13 C -5.93 -1.96 -0.22  -0.572
14 C -7.26 -1.67 0.41  0.195
15 N -8.13 -2.58 0.99  -0.699
16 S -9.37 -1.58 1.51  0.203
17 N -8.89 -0.06 1.03  -0.530
18 C -7.67 -0.20 0.39  0.418
19 C -6.87 0.92 -0.22  0.205
20 C -7.48 2.36 -0.10  -0.535
21 C -7.45 3.22 -1.43  -0.346
22 C -7.46 4.76 -0.97  -0.705
23 S -8.92 5.03 0.14  -0.195
24 C -5.60 0.56 -0.83  0.017
25 O -4.78 1.55 -1.40  -0.605
26 C 6.92 1.76 -0.32  0.608
27 C 7.00 2.53 0.95  -0.299
28 C 8.19 3.36 1.18  -0.407
29 C 9.27 3.47 0.21  -0.552
30 C 9.24 2.70 -1.06  -0.456
31 C 8.04 1.85 -1.31  -0.311
32 H 4.78 -0.65 -2.80  0.296
33 H 6.47 0.06 -3.09  0.375
34 H 6.21 -1.44 -2.07  0.343
35 H 3.08 1.43 -1.60  0.254
36 H 3.95 2.64 -0.47  0.300
37 H 4.48 2.53 -2.18  0.329
38 H 5.45 -0.73 1.36  0.455
39 H 4.03 0.43 1.23  0.300
40 H 4.16 -2.46 0.34  0.314
41 H 3.59 -1.41 -1.01  0.017
42 H 2.04 -0.40 1.28  0.279
43 H 2.03 -2.29 1.31  0.284
44 H 1.56 -1.89 -1.41  0.276
45 H 0.81 -0.34 -0.79  0.276
46 H -0.43 -2.00 1.02  0.406
47 H 0.14 -3.32 -0.15  0.300
48 H -1.69 -2.93 -1.55  0.169
49 H -1.00 -1.25 -1.89  0.273
50 H -2.40 -0.23 -0.13  0.232
51 H -2.94 -1.89 0.52  0.364
52 H -3.90 -2.42 -1.77  0.050
53 H -3.53 -0.74 -2.38  0.358
54 H -5.54 -3.01 -0.23  0.362
55 H -7.00 2.97 0.71  0.401
56 H -8.57 2.23 0.17  0.474
57 H -8.37 3.09 -2.06  0.273
58 H -6.52 3.11 -2.05  0.165
59 H -7.40 5.47 -1.83  0.391
60 H -6.55 4.90 -0.31  0.336
61 H -9.08 6.39 0.29  0.142
62 H -5.12 1.67 -2.31  0.300
63 H 6.15 2.44 1.67  0.323
64 H 8.22 3.96 2.13  0.312
65 H 10.18 4.12 0.36  0.321
66 H 10.06 2.79 -1.81  0.399
67 H 8.04 1.30 -2.28  0.044
68 C 13.51 0.21 0.98  -0.203
69 C 12.26 0.23 1.82  -0.792
70 C 11.85 1.69 1.75  -0.244
71 O 12.30 2.19 0.48  -0.377
72 C 13.18 1.22 -0.11  -0.503
73 H 13.76 -0.77 0.58  0.225
74 H 14.36 0.57 1.57  0.175
75 H 11.49 -0.39 1.35  0.307
76 H 12.41 -0.12 2.84  0.353
77 H 12.35 2.28 2.53  0.258
78 H 10.77 1.83 1.84  0.204
79 H 12.65 0.75 -0.94  0.272
80 H 14.07 1.72 -0.50  0.303
81 C 17.75 -1.42 -0.34  -0.510
82 C 16.79 -1.64 -1.49  -0.310
83 C 16.29 -3.05 -1.21  -0.480
84 O 16.32 -3.22 0.21  -0.416
85 C 17.05 -2.14 0.80  -0.228
86 H 17.94 -0.36 -0.12  0.319
87 H 18.71 -1.90 -0.55  0.281
88 H 15.96 -0.93 -1.43  0.067
89 H 17.25 -1.54 -2.47  0.332
90 H 16.95 -3.80 -1.66  0.320
91 H 15.27 -3.21 -1.58  0.277
92 H 16.33 -1.49 1.30  0.087
93 H 17.75 -2.53 1.54  0.285
94 C -12.35 -1.49 3.86  -0.149
95 C -13.33 -1.71 2.73  -0.459
96 C -13.85 -3.10 3.02  -0.405
97 O -13.81 -3.27 4.45  -0.398
98 C -13.04 -2.19 5.01  -0.495
99 H -12.14 -0.44 4.07  0.226
100 H -11.40 -2.00 3.63  0.063
101 H -14.14 -0.98 2.80  0.270
102 H -12.88 -1.63 1.73  0.293
103 H -13.21 -3.87 2.58  0.243
104 H -14.87 -3.25 2.67  0.276
105 H -13.74 -1.52 5.53  0.273
106 H -12.34 -2.59 5.75  0.290
107 C -11.34 3.80 3.56  -0.473
108 C -12.59 3.91 4.41  -0.494
109 C -12.93 5.38 4.29  -0.474
110 O -12.47 5.81 3.00  -0.420
111 C -11.65 4.78 2.44  0.113
112 H -11.15 2.79 3.19  0.275
113 H -10.47 4.14 4.12  0.274
114 H -13.39 3.31 3.98  0.233
115 H -12.44 3.59 5.45  0.350
116 H -12.39 5.98 5.05  0.269
117 H -13.99 5.58 4.39  0.284
118 H -12.21 4.30 1.63  0.275
119 H -10.75 5.22 2.01  -0.285
120 C -2.33 -4.06 -6.27  -0.551
121 C -3.78 -4.44 -6.02  -0.543
122 C -3.80 -4.59 -4.51  -0.486
123 O -2.82 -3.69 -3.98  -0.292
124 C -2.02 -3.20 -5.06  -0.422
125 H -2.17 -3.54 -7.21  0.330
126 H -1.71 -4.96 -6.26  0.260
127 H -4.43 -3.61 -6.32  0.273
128 H -4.10 -5.33 -6.55  0.337
129 H -3.52 -5.61 -4.21  0.289
130 H -4.78 -4.36 -4.08  0.257
131 H -2.29 -2.15 -5.23  0.262
132 H -0.96 -3.24 -4.78  0.275

Properties
**Relative energy (zero: lowest compared OMol25 entry of this formula, charge and spin)**: 107.66 kcal/mol
**Lowest unoccupied orbital energy**: -0.73 eV
**Energy**: -92705.390 eV
**HOMO energy**: -8.6 eV
**Spin multiplicity**: 1
**Kohn-Sham gap**: 7.82 eV

=====

The following is a DFT calculation (the ωB97M-V functional and the def2-TZVPD basis) of a structure of composition C40H45Cl3N7O2SSi2V at a distorted geometry.

Last column: Mulliken charge in e.
Atoms and positions in Å:
1 V -0.88 -1.08 0.18  -1.377
2 O -4.59 0.08 -0.88  -0.861
3 C -3.41 -0.27 -0.87  -0.370
4 N -2.75 -0.76 0.23  0.207
5 C -3.43 -0.91 1.51  -1.141
6 C -2.52 -1.78 2.39  1.148
7 C -2.97 -2.46 3.47  -1.936
8 C -2.04 -3.25 4.37  0.129
9 C 0.21 -4.36 3.32  -0.712
10 C 0.78 -3.02 2.90  0.117
11 N -1.25 -1.78 1.91  0.334
12 C -2.51 -0.18 -2.03  0.547
13 C -2.92 0.35 -3.24  -0.671
14 C -2.06 0.47 -4.30  -0.812
15 C -0.71 0.04 -4.10  -0.736
16 C -0.36 -0.47 -2.88  -1.066
17 N -1.20 -0.62 -1.83  0.989
18 H -3.59 0.07 1.98  0.241
19 H -4.41 -1.37 1.40  0.488
20 H -4.01 -2.39 3.74  0.311
21 H -2.70 -3.78 5.07  0.808
22 H 0.83 -5.21 3.60  0.515
23 H 1.74 -3.11 2.39  0.820
24 H -3.96 0.66 -3.31  0.558
25 H -2.38 0.85 -5.26  0.363
26 H 0.02 0.08 -4.89  0.557
27 H 0.66 -0.80 -2.71  0.876
28 C 1.56 -3.39 -2.07  -1.271
29 Si 0.50 -4.03 -0.65  0.191
30 C 1.51 -5.42 0.14  -1.186
31 C -1.05 -4.79 -1.42  -1.195
32 N 0.13 -2.75 0.44  0.426
33 C -0.35 -2.91 1.80  1.725
34 C -0.85 -4.30 2.22  -0.989
35 C -1.25 -4.33 3.66  -0.918
36 C -1.23 -2.31 5.22  -0.966
37 C -0.05 -1.73 4.98  -0.320
38 C 0.83 -1.82 3.79  0.083
39 N 1.61 -0.87 3.46  -0.381
40 Si 1.61 0.77 4.03  0.179
41 C 2.69 1.75 2.83  -0.984
42 C 2.38 0.95 5.75  -1.265
43 C -0.12 1.48 4.03  -0.627
44 H 2.18 -4.21 -2.45  0.520
45 H 2.22 -2.59 -1.76  0.195
46 H 0.95 -3.03 -2.90  0.325
47 H 1.38 -6.34 -0.43  0.406
48 H 1.23 -5.62 1.17  0.260
49 H 2.57 -5.17 0.12  0.311
50 H -0.83 -5.30 -2.36  0.404
51 H -1.77 -4.00 -1.63  0.207
52 H -1.53 -5.51 -0.76  0.384
53 H -1.17 -5.07 1.53  0.236
54 H -1.58 -5.33 3.95  0.311
55 H -1.72 -2.00 6.14  0.321
56 H 0.31 -1.02 5.72  0.400
57 H 2.84 1.19 1.91  0.093
58 H 3.66 1.97 3.26  0.530
59 H 2.21 2.70 2.58  0.213
60 H 3.20 0.25 5.88  0.353
61 H 1.66 0.79 6.54  0.362
62 H 2.79 1.96 5.87  0.332
63 H -0.66 1.11 3.16  -0.106
64 H -0.12 2.57 4.00  0.427
65 H -0.69 1.16 4.91  0.406
66 Cl -4.09 5.40 -2.56  -0.240
67 C -2.40 5.04 -2.40  0.420
68 C -1.91 3.81 -2.82  -1.600
69 C -0.56 3.54 -2.69  1.826
70 C 0.32 4.46 -2.14  -0.950
71 C 1.79 4.16 -1.93  -0.358
72 C 2.05 3.53 -0.55  -1.243
73 N 0.99 2.65 -0.11  0.975
74 C -0.22 3.04 0.41  -1.794
75 C -0.92 1.90 0.65  -0.826
76 N -0.14 0.82 0.30  1.453
77 C 0.99 1.31 -0.13  -1.102
78 O 2.37 3.46 -3.03  -0.520
79 C 2.23 2.05 -3.12  1.927
80 C 2.40 1.66 -4.55  -1.155
81 C 3.22 0.67 -5.01  1.031
82 Cl 4.22 -0.36 -4.07  -0.234
83 S 3.15 0.48 -6.71  -0.212
84 C 2.03 1.77 -6.84  -0.249
85 C 1.72 2.30 -5.63  -1.230
86 C -0.21 5.68 -1.70  1.043
87 Cl 0.79 6.87 -0.91  -0.248
88 C -1.56 5.98 -1.83  -0.898
89 H -2.57 3.06 -3.23  0.464
90 H -0.22 2.57 -3.01  -0.117
91 H 2.34 5.11 -1.93  0.518
92 H 2.16 4.32 0.19  0.646
93 H 2.98 2.97 -0.57  0.444
94 H -0.48 4.08 0.54  0.650
95 H -1.92 1.77 1.02  0.654
96 H 1.83 0.72 -0.48  0.554
97 H 1.24 1.72 -2.77  -1.197
98 H 2.99 1.55 -2.51  0.546
99 H 1.65 2.06 -7.80  0.438
100 H 1.03 3.11 -5.48  0.407
101 H -1.94 6.93 -1.48  0.456

Properties
**Relative energy (zero: lowest compared OMol25 entry of this formula, charge and spin)**: 111.76 kcal/mol
**Lowest unoccupied orbital energy (alpha / beta)**: 1.96 / 1.96 eV
**Net charge**: -1
**Energy**: -146584.997 eV
**HOMO energy (alpha / beta)**: -2.0 / -4.2 eV
**Spin multiplicity**: 4
**Kohn-Sham gap (alpha / beta)**: 3.96 / 6.13 eV

=====

The following is a DFT calculation (the ωB97M-V functional and the def2-TZVPD basis) of a structure of composition C17H19IN3OZn at a distorted geometry.

Last column: Mulliken charge in e.
Atoms and positions in Å:
1 C 0.96 -3.06 0.66  -1.042
2 C 0.42 -1.96 -2.63  -1.369
3 H 1.97 -3.35 0.93  0.465
4 H 0.57 -3.58 -0.22  -0.011
5 H 0.36 -3.07 1.55  0.350
6 H 0.70 -1.40 -3.53  0.454
7 H 0.95 -2.94 -2.42  0.130
8 H -0.66 -2.18 -2.62  0.303
9 C 2.05 0.75 2.07  -0.323
10 C 2.72 1.82 2.68  -0.738
11 C 2.89 2.99 1.92  -0.470
12 C 2.37 3.04 0.63  -0.924
13 H 1.95 -0.23 2.58  0.410
14 H 3.10 1.72 3.69  0.390
15 H 3.42 3.85 2.33  0.384
16 H 2.48 3.91 -0.01  0.333
17 N 1.53 0.81 0.86  0.294
18 C 1.65 1.93 0.13  0.691
19 C 0.97 1.95 -1.19  0.618
20 N 0.48 0.80 -1.69  0.400
21 C -0.33 0.83 -2.72  -0.263
22 C -0.03 3.17 -3.04  -0.350
23 C -0.61 1.98 -3.47  -1.038
24 H -0.76 -0.13 -3.02  0.586
25 H -1.25 1.89 -4.36  0.394
26 C 0.75 3.16 -1.89  -1.003
27 H 1.19 4.07 -1.48  0.220
28 H -0.19 4.11 -3.59  0.363
29 Zn 0.81 -1.67 -0.75  1.123
30 I 3.45 -1.11 -0.99  -0.332
31 O -0.83 -0.52 0.22  -0.227
32 N -1.83 -1.01 0.89  0.054
33 C -2.10 -0.46 2.13  -0.131
34 C -3.15 -0.99 2.90  -0.636
35 C -3.91 -2.06 2.40  -0.201
36 C -3.60 -2.58 1.15  -0.802
37 C -2.56 -2.05 0.41  -0.062
38 H -1.48 0.37 2.46  0.445
39 H -3.34 -0.53 3.88  0.356
40 H -4.72 -2.46 3.00  0.390
41 H -4.16 -3.39 0.72  0.417
42 H -2.26 -2.42 -0.55  0.351

Properties
**Relative energy (zero: lowest compared OMol25 entry of this formula, charge and spin)**: 11.56 kcal/mol
**Lowest unoccupied orbital energy (alpha / beta)**: -0.17 / -2.10 eV
**Energy**: -80969.015 eV
**HOMO energy (alpha / beta)**: -7.3 / -7.1 eV
**Spin multiplicity**: 2
**Kohn-Sham gap (alpha / beta)**: 7.11 / 4.98 eV